DFT (the ωB97M-V functional and the def2-TZVPD basis) results for a structure of composition C38H47BInN9S3.

Geometry as XYZ:
```
99
Properties=species:S:1:pos:R:3:lowdin_charge:R:1
In -1.1460 -2.7700 0.2084 0.3975
C 0.8219 -1.8056 -4.0615 -0.0360
C 1.2546 -0.9896 -2.8822 -0.2244
C 2.5347 -0.5351 -2.7536 0.0994
C 2.9283 0.2283 -1.6378 -0.1726
N 2.0642 0.5155 -0.6926 0.2094
N 0.8202 0.0420 -0.8065 0.0312
B -0.0651 0.4134 0.3968 -0.6559
N -1.3124 1.1731 0.0135 0.0118
N -0.8982 2.2330 -0.7229 0.1787
C -1.7933 3.0692 -1.1464 -0.1914
C -3.1710 2.8701 -0.8287 0.0858
C -3.5833 1.8041 -0.1009 -0.2237
C -5.0236 1.5690 0.2292 -0.0446
C -2.5813 0.8695 0.3384 -0.6010
S -2.9500 -0.5464 1.1999 0.7427
C -1.3265 4.2693 -1.9512 -0.5456
C -2.1100 4.3294 -3.2703 -0.0304
C 0.1688 4.1775 -2.2529 -0.0496
C -1.6088 5.5304 -1.1184 -0.0224
N 0.0496 -0.3735 1.7194 0.1132
N 0.6086 0.8503 1.7237 0.2554
C 1.0166 1.4560 2.8103 -0.0795
C 0.9572 0.6553 3.9814 0.1095
C 0.4471 -0.6090 3.9959 -0.1893
C 0.4022 -1.4147 5.2504 -0.0355
C -0.0944 -1.1634 2.7736 -0.6268
S -0.8610 -2.6798 2.7449 0.7724
C 1.4660 2.9036 2.7706 -0.5192
C 1.7295 3.4284 4.1824 -0.0414
C 2.7452 3.0016 1.9337 -0.0201
C 0.3501 3.7317 2.1155 -0.0189
C 0.3623 -0.6959 -1.8269 -0.5740
S -1.2756 -1.2992 -1.8399 0.7663
C 4.3466 0.7562 -1.4488 -0.5328
C 4.3258 2.2852 -1.6026 -0.0239
C 5.3009 0.1777 -2.4945 -0.0528
C 4.8369 0.3475 -0.0514 -0.0323
H 1.6558 -1.9568 -4.7432 0.0930
H 0.0103 -1.3155 -4.6015 0.0946
H 0.4434 -2.7758 -3.7383 0.0850
H 3.2580 -0.7702 -3.5216 0.1266
H -3.9016 3.5864 -1.1844 0.1324
H -5.6352 2.4033 -0.1082 0.0912
H -5.1622 1.4298 1.3011 0.0860
H -5.3737 0.6566 -0.2579 0.0886
H -1.9773 3.4145 -3.8531 0.0956
H -1.7439 5.1650 -3.8683 0.0970
H -3.1788 4.4877 -3.1148 0.0832
H 0.4064 3.2780 -2.8259 0.0845
H 0.7670 4.1631 -1.3394 0.0736
H 0.4650 5.0467 -2.8412 0.0960
H -2.6738 5.6485 -0.9057 0.0882
H -1.2811 6.4134 -1.6691 0.0992
H -1.0697 5.5032 -0.1683 0.0815
H 1.3223 1.0784 4.9048 0.1282
H 0.8403 -0.8680 6.0812 0.0959
H 0.9398 -2.3550 5.1138 0.1010
H -0.6298 -1.6743 5.4954 0.0971
H 2.5477 2.8984 4.6740 0.0957
H 0.8408 3.3819 4.8160 0.1000
H 2.0228 4.4757 4.1080 0.1018
H 3.5687 2.4612 2.4057 0.0987
H 3.0346 4.0501 1.8461 0.1055
H 2.5877 2.5918 0.9375 0.0500
H -0.5859 3.6557 2.6754 0.1037
H 0.1742 3.4197 1.0850 0.0565
H 0.6516 4.7802 2.1042 0.1016
H 4.0973 2.5685 -2.6332 0.0939
H 5.3076 2.6908 -1.3529 0.0976
H 3.5862 2.7504 -0.9536 0.0586
H 5.0244 0.4628 -3.5121 0.0889
H 5.3659 -0.9114 -2.4336 0.0982
H 6.3000 0.5729 -2.3099 0.0989
H 4.1545 0.6883 0.7269 0.0572
H 5.8211 0.7825 0.1303 0.0958
H 4.9196 -0.7384 0.0285 0.0885
C -5.5411 -3.9909 -0.0506 -0.0101
C -5.5004 -5.3719 -0.0415 -0.0033
C -4.2713 -6.0079 -0.0180 0.0226
C -3.1125 -5.2536 0.0144 -0.1807
N -3.1560 -3.9103 0.0392 0.0340
C -4.3485 -3.2973 -0.0109 -0.1107
C -1.7632 -5.8836 -0.0318 -0.1883
C -1.5882 -7.2547 0.0008 0.0203
C -0.3104 -7.7757 -0.1162 -0.0061
C 0.7570 -6.9121 -0.2671 -0.0075
C 0.5118 -5.5520 -0.2657 -0.0823
N -0.7224 -5.0454 -0.1440 0.0391
H -6.4766 -3.4511 -0.0876 0.1250
H -6.4123 -5.9542 -0.0685 0.1301
H -4.2264 -7.0853 -0.0424 0.1168
H -4.3321 -2.2186 -0.0085 0.0419
H -2.4300 -7.9204 0.1153 0.1166
H -0.1569 -8.8469 -0.0917 0.1293
H 1.7697 -7.2747 -0.3712 0.1255
H 1.3220 -4.8433 -0.3487 0.0836
N 2.2505 -2.4896 0.2265 0.0874
C 1.1007 -2.6055 0.1728 -0.3219
```

Properties
- E_HOMO: -13.38 eV
- Energy above the lowest of the compared OMol25 structures with the same formula, charge and spin: 4.2 kcal per mole
- Gap between HOMO and LUMO: 7.7 eV
- Total charge: +2

=====

DFT (the ωB97M-V functional and the def2-TZVPD basis) results for a structure of composition C38H47CuN3O3P2SSe2Si.

Geometry as XYZ:
```
98
Properties=species:S:1:pos:R:3:lowdin_charge:R:1
Cu -0.3778 -1.3883 0.1582 -0.0942
Se 1.6486 5.2747 -1.1991 0.2971
P 0.2438 3.9651 -2.0709 0.5381
C -1.3376 4.8341 -2.3339 -0.3432
C -1.7970 5.1309 -3.6111 -0.0782
C -2.9521 5.8877 -3.7856 -0.0893
C -3.6517 6.3468 -2.6836 -0.0965
C -3.1933 6.0547 -1.4025 -0.0808
C -2.0417 5.3101 -1.2260 -0.1035
C 0.7143 3.3809 -3.7256 -0.3626
C -0.1007 2.4565 -4.3812 -0.0999
C 0.1817 2.0826 -5.6843 -0.0837
C 1.2960 2.6077 -6.3292 -0.0874
C 2.1233 3.5062 -5.6714 -0.0805
C 1.8283 3.9014 -4.3702 -0.1085
C -0.1984 2.4457 -1.2073 -0.4111
C 0.4269 1.2208 -0.9806 -0.4286
N -0.4680 0.4579 -0.3188 -0.1218
N -1.5694 1.1802 -0.1185 -0.0235
N -1.4250 2.3762 -0.6382 0.0028
P 2.0183 0.5004 -1.4065 0.5795
Se 2.4911 -1.1738 -0.2117 0.4067
C 1.8133 -0.0439 -3.1395 -0.3273
C 2.7964 -0.0692 -4.1222 -0.0793
C 2.5546 -0.6798 -5.3481 -0.0896
C 1.3329 -1.2782 -5.6046 -0.0950
C 0.3447 -1.2620 -4.6277 -0.0763
C 0.5822 -0.6531 -3.4076 -0.0947
C 3.1958 1.8562 -1.1331 -0.3529
C 4.0902 2.4006 -2.0478 -0.0970
C 5.0286 3.3394 -1.6372 -0.0947
C 5.0891 3.7327 -0.3109 -0.0985
C 4.1925 3.2018 0.6061 -0.0931
C 3.2474 2.2801 0.1967 -0.1266
H -1.2563 4.7809 -4.4796 0.0957
H -3.2997 6.1143 -4.7858 0.0978
H -4.5542 6.9304 -2.8179 0.0964
H -3.7397 6.4080 -0.5371 0.1010
H -1.6859 5.0899 -0.2293 0.0990
H -0.9596 2.0375 -3.8684 0.1217
H -0.4492 1.3619 -6.1871 0.1051
H 1.5250 2.3016 -7.3430 0.1015
H 2.9974 3.9058 -6.1707 0.0996
H 2.4533 4.6097 -3.8387 0.0575
H 3.7725 0.3475 -3.9469 0.0894
H 3.3351 -0.6915 -6.0991 0.1017
H 1.1515 -1.7609 -6.5575 0.0999
H -0.6115 -1.7380 -4.8065 0.1084
H -0.1894 -0.6754 -2.6476 0.0927
H 4.0602 2.1310 -3.0882 0.0782
H 5.7114 3.7639 -2.3631 0.1016
H 5.8209 4.4665 0.0049 0.1010
H 4.2134 3.5223 1.6398 0.1069
H 2.5472 1.8738 0.9174 0.0890
C 0.5977 0.5389 3.0404 -0.0303
C 0.4279 -0.8758 3.5805 -0.6311
C 1.7818 -1.4631 3.9561 -0.0248
C -0.5200 -0.8950 4.7727 -0.0243
O -0.1250 -1.6243 2.4910 -0.2245
Si -0.7867 -3.1491 2.3645 -0.1420
S -0.9105 -3.5256 0.3337 0.3830
O 0.1956 -4.1361 3.2488 -0.1505
C -0.0271 -5.4355 3.7919 -0.6548
C 1.3536 -6.0554 3.9496 -0.0356
C -0.8776 -6.2727 2.8410 -0.0421
C -0.7078 -5.2934 5.1472 -0.0299
O -2.2153 -3.2053 3.1990 -0.1670
C -3.5342 -2.7622 2.8637 -0.6528
C -3.4941 -1.4525 2.0852 -0.0383
C -4.2467 -2.5644 4.1948 -0.0350
C -4.2174 -3.8523 2.0482 -0.0427
H 0.9852 1.2007 3.8200 0.0878
H -0.3587 0.9264 2.6851 0.0842
H 1.2962 0.5247 2.2004 0.0434
H 2.2696 -0.8114 4.6855 0.0848
H 2.4114 -1.5270 3.0664 0.0727
H 1.6789 -2.4642 4.3798 0.0740
H -0.0830 -0.3302 5.6002 0.0862
H -0.7075 -1.9181 5.1077 0.0797
H -1.4765 -0.4408 4.5092 0.0777
H 1.8332 -6.1518 2.9742 0.0889
H 1.2841 -7.0439 4.4110 0.0815
H 1.9772 -5.4161 4.5775 0.0817
H -0.4273 -6.2848 1.8471 0.0783
H -1.8854 -5.8587 2.7528 0.0714
H -0.9544 -7.2983 3.2107 0.0845
H -0.0723 -4.7183 5.8250 0.0848
H -0.8882 -6.2771 5.5886 0.0826
H -1.6594 -4.7718 5.0348 0.0726
H -2.9516 -0.6847 2.6392 0.0796
H -4.5122 -1.0961 1.9099 0.0893
H -3.0032 -1.5820 1.1189 0.0481
H -3.7433 -1.7913 4.7792 0.0783
H -4.2344 -3.4945 4.7675 0.0807
H -5.2852 -2.2632 4.0355 0.0830
H -3.6443 -4.0501 1.1411 0.0524
H -5.2283 -3.5423 1.7695 0.0833
H -4.2844 -4.7733 2.6334 0.0808
```

Properties
- E_HOMO: -4.50 eV
- Gap between HOMO and LUMO: 6.8 eV
- Total charge: -1

=====

- Look up the gap between HOMO and LUMO of the first one.
  7.7 eV

=====

- Which formula does entry 2 have?
  C38H47CuN3O3P2SSe2Si

=====

- total charge of number 2 (C38H47CuN3O3P2SSe2Si)?
  -1

=====

- Which of these has the highest total charge?
  C38H47BInN9S3